<w>
Molecular formula: CHClO4S
Method: DFT, wB97M-V/def2-TZVPD

Element x y z (Å)
C: 2.3607 -0.0931 0.1778
O: 2.6513 -0.1749 -0.9228
O: -2.4044 -0.3464 0.3146
O: -0.3295 -0.8339 -0.6252
O: 1.9732 -0.0025 1.2799
S: -0.8539 -0.0792 0.5248
Cl: -0.7822 1.9940 -0.1306
H: -2.6152 -0.4638 -0.6186

Values from the calculation:
- LUMO energy: -0.44 eV
- HOMO-LUMO gap: 10.728 eV
- E_HOMO: -11.17 eV


<x>
Molecular formula: CHClO4S
Method: DFT, wB97M-V/def2-TZVPD

Element x y z (Å)
C: 0.8560 1.2769 -4.2012
O: 0.2533 2.1590 -4.5440
O: 0.1194 0.2694 0.2132
O: 0.8438 -1.9133 -0.7282
O: 1.5835 0.4606 -3.8281
S: 0.5850 -0.5634 -1.1207
Cl: -1.3269 -0.5668 -2.1472
H: -0.5009 -0.0661 0.9865

Values from the calculation:
- LUMO energy: -0.24 eV
- HOMO-LUMO gap: 10.760 eV
- E_HOMO: -11.00 eV


Which structure loses on stability? <x> does.


<w>
Molecular formula: C8H7N3O
Method: DFT, wB97M-V/def2-TZVPD

Element x y z (Å)
N: 2.2115 1.7386 0.3527
C: 2.2603 0.3844 0.1355
N: 3.3723 -0.1416 -0.1155
O: 3.1263 -1.4969 -0.3537
N: 1.8205 -1.7366 -0.2001
C: 1.2300 -0.6609 0.0479
C: -0.1949 -0.4656 0.0324
C: -1.1113 -1.4600 0.3006
C: -2.4703 -1.2843 0.2188
C: -2.9844 -0.0293 -0.1318
C: -2.0070 1.0680 -0.3743
C: -0.6330 0.7932 -0.3154
H: 2.5815 1.8514 1.2914
H: 2.9642 2.0938 -0.2422
H: -0.6782 -2.4501 0.3655
H: -3.1467 -2.0372 0.4128
H: -4.0549 0.3073 -0.0203
H: -2.3974 2.0256 -0.6070
H: 0.1116 1.5003 -0.7972

Values from the calculation:
- LUMO energy: 0.48 eV
- HOMO-LUMO gap: 9.648 eV
- E_HOMO: -9.17 eV


<x>
Molecular formula: C8H7N3O
Method: DFT, wB97M-V/def2-TZVPD

Element x y z (Å)
C: -2.1922 1.6130 -1.6319
C: -0.8649 1.0084 -2.0208
O: -0.3137 0.9328 -3.1776
N: 0.0702 0.5445 -0.7686
N: 1.3443 0.3836 -1.1898
N: 2.0414 -0.2146 -0.3542
C: 1.2235 -0.6316 0.7281
C: 1.3146 -1.5644 1.8779
C: 0.3655 -1.4017 2.7957
C: -0.9037 -0.9032 2.5046
C: -1.1016 -0.2496 1.2751
C: -0.0780 -0.1313 0.4140
H: -2.6399 0.6591 -1.1089
H: -2.2621 2.4542 -0.7758
H: -2.7926 1.9559 -2.5887
H: 2.3094 -1.9540 2.0655
H: 0.8042 -1.7130 3.7772
H: -1.5250 -0.5159 3.3856
H: -2.1558 0.2187 1.1991

Values from the calculation:
- LUMO energy: -0.14 eV
- HOMO-LUMO gap: 9.108 eV
- E_HOMO: -9.25 eV


<y>
Molecular formula: C8H7N3O
Method: DFT, wB97M-V/def2-TZVPD

Element x y z (Å)
C: 1.2385 1.2139 -0.6770
C: -0.9488 1.6008 -1.2429
C: -0.3371 -0.5284 0.2155
C: -0.5186 -1.7202 -0.3965
C: -0.7991 -2.7413 0.4685
C: -0.9154 -2.6409 1.7998
C: -0.7332 -1.4226 2.4048
C: -0.3988 -0.3320 1.7369
H: 1.7277 2.8197 -2.1815
H: -1.8525 1.6454 -1.3635
H: -0.5883 -1.9708 -1.3940
H: -1.0145 -3.6457 -0.1501
H: -1.3678 -3.7643 2.6031
H: -0.5520 -1.1358 3.7526
H: -0.0554 0.5092 1.9440
N: 1.0731 2.2909 -1.5006
N: -0.2812 2.4894 -1.9176
N: -0.0071 0.7118 -0.5485
O: 2.3354 0.8152 -0.1623

Values from the calculation:
- LUMO energy: 0.62 eV
- HOMO-LUMO gap: 9.768 eV
- E_HOMO: -9.15 eV


Which structure loses on stability? <y> does.